[1]
Below is C26H28BaO2PS4 as an isolated structure, with properties calculated with ωB97M-V/def2-TZVPD.

The geometry in ORCA input format:
```
! RIJCOSX wB97M-V def2-TZVPD def2/J DEFGRID3
* xyz -1 1
Ba 1.254 0.425 -2.421
O 0.505 -1.585 -3.026
C -0.655 -1.195 -2.776
C -1.755 -2.078 -2.291
C -2.821 -2.480 -3.087
C -3.949 -3.054 -2.513
C -4.029 -3.221 -1.137
C -2.959 -2.825 -0.340
C -1.814 -2.266 -0.897
P -0.402 -1.580 0.075
C -0.837 -2.029 1.799
C -1.620 -1.120 2.514
C -2.003 -1.382 3.824
C -1.590 -2.554 4.444
C -0.800 -3.458 3.748
C -0.426 -3.198 2.433
C 0.942 -2.777 -0.281
C 2.227 -2.387 0.101
C 3.319 -3.211 -0.152
C 3.132 -4.429 -0.790
C 1.855 -4.822 -1.179
C 0.766 -3.997 -0.930
H -2.771 -2.324 -4.159
H -4.775 -3.362 -3.145
H -4.913 -3.651 -0.685
H -3.014 -2.964 0.735
H -1.927 -0.195 2.037
H -2.613 -0.667 4.362
H -1.875 -2.757 5.470
H -0.472 -4.373 4.227
H 0.193 -3.909 1.900
H 2.387 -1.423 0.576
H 4.312 -2.881 0.127
H 3.982 -5.067 -0.999
H 1.709 -5.766 -1.692
H -0.225 -4.298 -1.254
S 5.037 3.461 -1.078
C 4.031 2.266 -1.738
S 3.755 0.755 -0.872
S 3.202 2.558 -3.255
C -1.443 6.779 -1.142
C -0.305 5.802 -1.411
C -0.582 4.442 -0.775
S 0.783 3.301 -1.067
O 0.163 1.894 -1.001
C 1.674 3.564 0.468
C 0.970 3.004 1.711
C 1.349 1.552 2.002
H -1.249 7.749 -1.604
H -1.579 6.943 -0.070
H -2.388 6.402 -1.541
H 0.635 6.208 -1.026
H -0.153 5.678 -2.485
H -1.439 3.945 -1.235
H -0.760 4.532 0.298
H 1.835 4.646 0.497
H 2.655 3.107 0.314
H -0.117 3.086 1.621
H 1.253 3.634 2.557
H 0.973 0.894 1.220
H 0.930 1.225 2.959
H 2.435 1.433 2.034
*
```

Computed properties:
* largest force on an atom: 4.20 eV/A
* E: -3117.66972 a.u.
* ΔE to the lowest compared entry with this formula, charge and spin: 117.67 kJ/mol

These are the Mulliken partial charges, in e, on atoms 1 to 4:
1. Ba 1.57
2. O -0.51
3. C -0.39
4. C 0.50

=====

[2]
Below is C26H28BrCl2N4O7PS2Ta as an isolated structure, with properties calculated with ωB97M-V/def2-TZVPD.

The geometry in ORCA input format:
```
! RIJCOSX wB97M-V def2-TZVPD def2/J DEFGRID3
* xyz 1 1
Ta 0.585 0.300 0.612
Br -1.127 7.657 -3.087
C -1.590 6.142 -4.118
C -2.905 5.963 -4.518
C -3.239 4.851 -5.276
C -2.267 3.912 -5.583
C -0.945 4.113 -5.209
C -0.603 5.237 -4.475
N -2.643 2.789 -6.398
N -2.416 1.642 -6.011
C -1.891 1.403 -4.696
C -2.637 1.643 -3.577
C -2.136 1.305 -2.308
C -0.896 0.746 -2.185
O -0.430 0.466 -0.935
C -0.106 0.441 -3.328
N 1.100 -0.159 -3.163
C 1.794 -0.440 -4.235
C 1.365 -0.163 -5.551
C 0.153 0.435 -5.731
C -0.631 0.760 -4.599
H -3.658 6.692 -4.252
H -4.254 4.705 -5.622
H -0.183 3.401 -5.500
H 0.424 5.411 -4.186
H -3.614 2.098 -3.664
H -2.716 1.500 -1.416
H 2.753 -0.925 -4.075
H 1.989 -0.435 -6.390
H -0.228 0.651 -6.721
O -0.720 -3.088 2.354
Cl -0.952 -1.718 2.155
O -1.896 -1.146 3.021
O 0.372 -0.960 2.322
O -1.243 -1.397 0.752
C 5.213 1.928 -1.985
C 5.756 1.147 -0.809
C 6.870 1.845 -0.065
O 4.682 0.785 0.144
P 3.491 1.655 0.651
S 2.617 0.625 2.130
S 2.006 1.816 -0.717
O 4.138 3.014 1.043
C 3.532 4.325 1.384
C 2.276 4.164 2.206
C 3.337 5.119 0.113
H 6.020 2.081 -2.702
H 4.854 2.913 -1.678
H 4.407 1.393 -2.485
H 6.088 0.164 -1.141
H 6.566 2.840 0.258
H 7.730 1.944 -0.728
H 7.175 1.266 0.806
H 4.320 4.773 1.987
H 1.474 3.706 1.624
H 1.938 5.153 2.516
H 2.453 3.569 3.101
H 2.534 4.703 -0.496
H 4.256 5.153 -0.472
H 3.067 6.143 0.375
Cl -0.650 1.871 1.745
C 2.441 -4.015 -1.264
C 1.226 -3.500 -1.680
C 0.788 -2.306 -1.146
N 1.490 -1.622 -0.224
C 2.669 -2.133 0.177
C 3.175 -3.314 -0.321
H 2.809 -4.951 -1.664
H 0.612 -4.010 -2.407
H -0.160 -1.890 -1.443
H 3.208 -1.570 0.923
H 4.125 -3.678 0.043
*
```

Computed properties:
* largest force on an atom: 0.57 eV/A
* E: -6442.17988 a.u.
* ΔE to the lowest compared entry with this formula, charge and spin: 5.33 kJ/mol

These are the Mulliken partial charges, in e, on atoms 1 to 4:
1. Ta 0.67
2. Br -0.17
3. C 0.10
4. C -0.43

=====

[3]
Below is C26H28CaN7O3 as an isolated structure, with properties calculated with ωB97M-V/def2-TZVPD.

The geometry in ORCA input format:
```
! RIJCOSX wB97M-V def2-TZVPD def2/J DEFGRID3
* xyz 1 1
Ca 0.493 -1.215 -0.802
O 3.061 2.553 -0.208
C 2.531 3.060 0.932
C 2.973 4.327 1.317
C 2.485 4.903 2.469
C 1.553 4.235 3.264
C 1.119 2.987 2.883
C 1.590 2.372 1.713
C 1.080 1.041 1.321
O 1.504 0.536 0.195
N 0.228 0.457 2.107
N -0.190 -0.816 1.679
C -0.848 -1.366 2.620
C -1.392 -2.735 2.605
C -1.703 -3.302 3.838
C -2.169 -4.606 3.876
C -2.322 -5.306 2.695
C -2.010 -4.652 1.508
N -1.559 -3.405 1.468
H 2.647 1.671 -0.313
H 3.698 4.835 0.697
H 2.835 5.886 2.759
H 1.178 4.693 4.168
H 0.396 2.449 3.480
H -0.960 -0.809 3.547
H -1.567 -2.720 4.739
H -2.413 -5.070 4.823
H -2.686 -6.323 2.678
H -2.136 -5.136 0.544
C 1.879 -3.488 -1.658
C 1.752 -3.681 -0.281
C 2.434 -2.848 0.603
C 3.230 -1.814 0.114
C 3.348 -1.610 -1.262
C 2.673 -2.446 -2.147
H 1.399 -4.175 -2.343
H 1.145 -4.494 0.097
H 2.337 -2.995 1.670
H 3.744 -1.155 0.799
H 3.967 -0.806 -1.637
H 2.812 -2.330 -3.215
O -1.368 -3.105 -1.250
C -1.981 -2.455 -0.544
C -1.693 1.077 -0.801
N -2.450 2.227 -1.235
C -3.256 1.850 -2.397
N -2.418 1.387 -3.506
C -1.646 0.246 -3.064
N -0.783 0.549 -1.882
C 0.106 1.695 -2.291
N -0.650 2.845 -2.735
C -1.516 3.284 -1.635
C -1.491 2.463 -3.867
H -2.373 0.272 -0.513
H -1.075 1.347 0.056
H -3.833 2.713 -2.730
H -3.947 1.055 -2.112
H -1.004 -0.089 -3.883
H -2.332 -0.562 -2.793
H 0.756 1.349 -3.100
H 0.718 1.969 -1.436
H -2.082 4.157 -1.959
H -0.897 3.561 -0.779
H -0.858 2.131 -4.692
H -2.064 3.331 -4.196
*
```

Computed properties:
* largest force on an atom: 1.25 eV/A
* E: -2294.06166 a.u.
* ΔE to the lowest compared entry with this formula, charge and spin: 114.25 kJ/mol

These are the natural (NBO) partial charges, in e, on atoms 1 to 4:
1. Ca 1.77
2. O -0.68
3. C 0.34
4. C -0.28

=====

[4]
Below is a 16-piece molecular cluster, C26H28Cl45OP overall, with properties calculated with ωB97M-V/def2-TZVPD.

The geometry in ORCA input format:
```
! RIJCOSX wB97M-V def2-TZVPD def2/J DEFGRID3
* xyz 0 1
C -0.291 -1.688 -3.510
C -0.163 -0.747 -4.435
C -0.049 0.594 -5.352
P 0.043 2.189 -4.305
C 1.642 1.995 -3.285
C -1.497 2.221 -3.136
O -2.591 2.611 -3.971
C -3.814 1.928 -3.768
C -5.114 2.677 -4.333
C -6.539 2.046 -4.241
C -6.791 0.604 -3.591
C -5.512 -0.146 -3.006
C -4.083 0.532 -3.125
H -0.673 -2.302 -2.607
H -0.963 0.592 -6.077
H 0.909 0.464 -5.990
H 1.366 1.330 -2.379
H 1.888 3.064 -2.904
H 2.464 1.538 -3.940
H -1.525 1.181 -2.662
H -1.238 2.967 -2.284
H -5.004 3.711 -4.852
H -7.429 2.620 -4.691
H -7.842 0.157 -3.568
H -5.641 -1.188 -2.531
H -3.197 -0.068 -2.714
C -2.614 -4.724 -1.317
Cl -2.952 -3.053 -1.789
Cl -0.949 -5.161 -1.733
Cl -2.904 -4.952 0.414
H -3.289 -5.380 -1.866
C -9.153 5.588 -3.743
Cl -8.765 6.778 -2.492
Cl -9.497 6.393 -5.281
Cl -7.827 4.428 -3.931
H -10.044 5.043 -3.434
C 2.469 -0.611 -0.139
Cl 3.467 -2.029 0.219
Cl 3.482 0.826 -0.345
Cl 1.486 -0.894 -1.585
H 1.800 -0.441 0.703
C 0.433 -8.562 -1.245
Cl 1.789 -8.186 -0.170
Cl 0.990 -9.477 -2.654
Cl -0.819 -9.461 -0.375
H 0.002 -7.624 -1.594
C 3.415 -3.291 4.191
Cl 5.097 -2.951 3.758
Cl 2.403 -1.867 3.909
Cl 2.806 -4.679 3.278
H 3.376 -3.535 5.252
C -7.061 10.415 -1.635
Cl -5.709 10.835 -0.573
Cl -6.492 9.468 -3.018
Cl -8.304 9.527 -0.739
H -7.502 11.337 -2.010
C 8.737 -2.630 2.068
Cl 9.729 -4.054 2.414
Cl 9.753 -1.193 1.889
Cl 7.766 -2.892 0.612
H 8.061 -2.470 2.907
C 3.853 1.603 6.068
Cl 2.395 2.597 6.199
Cl 3.641 0.072 6.932
Cl 4.256 1.310 4.370
H 4.679 2.144 6.528
C -9.455 9.395 -8.229
Cl -8.043 10.333 -7.717
Cl -10.946 10.146 -7.642
Cl -9.490 9.235 -9.991
H -9.379 8.399 -7.795
C 5.609 -9.707 0.620
Cl 6.444 -8.506 1.618
Cl 6.401 -9.868 -0.954
Cl 5.547 -11.270 1.449
H 4.586 -9.365 0.456
C 12.235 -0.364 5.016
Cl 13.918 -0.013 4.592
Cl 11.213 1.052 4.732
Cl 11.639 -1.753 4.096
H 12.193 -0.611 6.076
C 9.452 2.680 7.900
Cl 10.460 1.270 8.262
Cl 10.453 4.126 7.704
Cl 8.479 2.395 6.448
H 8.776 2.842 8.739
C -3.542 -9.369 2.296
Cl -4.523 -8.747 0.960
Cl -2.038 -8.448 2.444
Cl -4.454 -9.319 3.812
H -3.290 -10.406 2.082
C -11.439 8.115 1.775
Cl -10.612 9.352 2.734
Cl -10.648 7.912 0.205
Cl -11.487 6.578 2.651
H -12.464 8.443 1.602
C 8.794 -4.445 6.234
Cl 8.689 -4.173 7.980
Cl 7.528 -3.542 5.388
Cl 10.392 -3.988 5.627
H 8.644 -5.507 6.043
*
```

Computed properties:
* largest force on an atom: 7.01 eV/A
* E: -22132.27118 a.u.
* ΔE to the lowest compared entry with this formula, charge and spin: 0.00 kJ/mol

These are the Mulliken partial charges, in e, on atoms 1 to 4:
1. C -0.65
2. C 0.54
3. C -0.61
4. P -0.01

=====

[5]
Below is C26H28Cl56FN2O9PSi2 as an isolated structure, with properties calculated with ωB97M-V/def2-TZVPD.

The geometry in ORCA input format:
```
! RIJCOSX wB97M-V def2-TZVPD def2/J DEFGRID3
* xyz 0 1
C 3.172 -1.612 2.779
C 4.124 -0.701 3.423
O 4.322 -0.808 4.480
O 4.675 0.231 2.703
C 4.623 1.504 3.368
C 4.764 2.605 2.392
C 3.843 2.417 1.214
C 2.672 3.385 1.265
C 1.585 2.858 0.334
Si -0.077 2.928 1.162
C -0.169 4.633 2.026
O 0.511 4.721 3.289
N 0.270 3.544 4.082
O -0.355 3.769 4.982
O -1.279 2.995 -0.014
Si -1.933 1.569 -0.471
F -1.503 0.367 0.408
C -1.691 1.311 -2.319
C -1.165 -0.021 -2.804
O -0.854 0.137 -4.180
C 0.114 -0.492 -2.156
N 0.774 -1.392 -3.111
C -3.787 1.798 -0.192
P -4.371 0.804 1.158
O -3.570 0.882 2.294
O -4.567 -0.685 0.706
O -5.824 1.309 1.553
H 3.229 -1.567 1.724
H 3.331 -2.599 3.108
H 2.215 -1.296 3.101
H 5.429 1.556 4.057
H 3.739 1.577 3.945
H 4.547 3.499 2.921
H 5.767 2.667 2.080
H 3.414 1.450 1.298
H 4.319 2.544 0.277
H 2.384 3.422 2.287
H 3.050 4.325 0.972
H 1.840 1.888 0.000
H 1.530 3.511 -0.503
H -0.209 1.799 2.085
H -1.204 4.842 2.204
H 0.253 5.380 1.420
H -2.648 1.484 -2.736
H -1.080 2.091 -2.692
H -1.912 -0.761 -2.794
H -0.158 0.760 -4.189
H 0.718 0.341 -1.891
H -0.117 -1.075 -1.302
H 1.307 -2.031 -2.578
H 0.054 -1.920 -3.545
H -4.321 1.524 -1.070
H -3.957 2.791 0.094
H -5.477 -0.938 0.770
H -6.050 0.745 2.278
C 2.233 -5.609 -3.080
Cl 2.376 -4.147 -2.086
Cl 0.720 -5.556 -4.018
Cl 3.600 -5.799 -4.172
Cl 2.199 -6.946 -1.939
C -4.468 5.408 2.322
Cl -3.475 5.935 0.955
Cl -6.142 5.910 2.056
Cl -4.387 3.656 2.452
Cl -3.860 6.143 3.804
C -9.482 1.213 -0.137
Cl -8.467 -0.239 -0.153
Cl -10.942 0.900 0.792
Cl -8.595 2.538 0.599
Cl -9.919 1.627 -1.803
C 6.587 -5.548 -0.658
Cl 7.783 -6.794 -1.012
Cl 6.870 -4.153 -1.697
Cl 4.969 -6.181 -0.997
Cl 6.728 -5.021 1.004
C 0.669 -5.400 1.480
Cl 0.394 -3.657 1.475
Cl 0.553 -6.010 3.129
Cl -0.549 -6.187 0.474
Cl 2.272 -5.738 0.833
C 9.329 2.615 -5.206
Cl 9.869 2.164 -6.824
Cl 7.632 3.052 -5.268
Cl 9.551 1.247 -4.115
Cl 10.285 3.981 -4.625
C -12.929 -2.472 2.893
Cl -12.722 -3.241 4.463
Cl -13.956 -1.047 3.065
Cl -11.358 -1.983 2.262
Cl -13.683 -3.611 1.778
C 13.445 -0.445 -3.373
Cl 12.802 -1.545 -4.589
Cl 15.205 -0.374 -3.505
Cl 12.755 1.145 -3.662
Cl 13.015 -1.046 -1.764
C 7.817 6.178 -2.187
Cl 9.168 5.091 -1.857
Cl 7.481 7.146 -0.751
Cl 8.238 7.243 -3.528
Cl 6.382 5.247 -2.601
C -8.052 -3.494 4.312
Cl -7.596 -2.437 2.971
Cl -6.601 -4.137 5.071
Cl -8.976 -2.572 5.495
Cl -9.034 -4.822 3.694
C -13.017 -7.718 3.034
Cl -14.447 -7.046 3.813
Cl -12.842 -9.413 3.482
Cl -13.183 -7.586 1.283
Cl -11.593 -6.821 3.557
C 10.480 -3.344 1.830
Cl 11.387 -4.845 2.043
Cl 9.549 -2.995 3.288
Cl 11.598 -2.019 1.492
Cl 9.378 -3.458 0.479
C -9.900 6.319 -1.491
Cl -10.639 6.621 0.081
Cl -8.237 6.910 -1.480
Cl -9.903 4.585 -1.813
Cl -10.815 7.159 -2.744
C 2.142 -2.435 -7.125
Cl 1.371 -2.864 -8.654
Cl 3.897 -2.452 -7.328
Cl 1.628 -0.825 -6.649
Cl 1.687 -3.624 -5.893
*
```

Computed properties:
* largest force on an atom: 16.63 eV/A
* E: -28585.02128 a.u.

These are the Mulliken partial charges, in e, on atoms 1 to 4:
1. C -1.10
2. C 0.53
3. O -0.39
4. O -0.30

=====

[6]
Below is C26H28ClP2Rh as an isolated structure, with properties calculated with ωB97M-V/def2-TZVPD.

The geometry in ORCA input format:
```
! RIJCOSX wB97M-V def2-TZVPD def2/J DEFGRID3
* xyz 2 5
Rh 0.221 0.494 1.226
Cl 0.615 1.631 3.212
P 0.412 0.646 -0.819
C -0.943 -0.165 -1.681
C -0.730 -0.937 -2.824
C -1.829 -1.492 -3.482
C -3.117 -1.327 -2.954
C -3.320 -0.601 -1.774
C -2.224 -0.001 -1.152
C 0.208 2.455 -1.138
C 1.046 3.338 -0.470
C 0.896 4.720 -0.649
C -0.120 5.199 -1.482
C -0.973 4.309 -2.136
C -0.814 2.933 -1.967
C 1.990 0.275 -1.613
C 3.060 -0.218 -0.865
C 4.295 -0.440 -1.487
C 4.449 -0.154 -2.851
C 3.383 0.370 -3.594
C 2.158 0.594 -2.967
H 1.799 2.949 0.220
H 1.556 5.412 -0.129
H -0.258 6.272 -1.607
H -1.769 4.672 -2.785
H -1.478 2.226 -2.465
H 0.279 -1.066 -3.209
H -1.677 -2.037 -4.415
H -3.980 -1.757 -3.468
H -4.311 -0.475 -1.338
H -2.385 0.603 -0.256
H 2.930 -0.415 0.198
H 5.138 -0.836 -0.915
H 5.405 -0.342 -3.341
H 3.494 0.595 -4.658
H 1.326 1.016 -3.530
H 0.311 -5.800 -4.660
H 1.065 -5.767 -4.627
C -2.477 -2.343 2.013
P -1.249 -0.993 1.962
C -2.378 0.416 2.354
C -0.301 -1.384 3.487
C -0.958 -1.420 4.703
C -0.204 -1.647 5.861
C 1.174 -1.838 5.760
C 1.822 -1.818 4.522
C 1.064 -1.606 3.369
H -3.174 -2.327 1.168
H -3.062 -2.216 2.944
H -1.988 -3.323 2.051
H -2.678 0.366 3.404
H -1.899 1.386 2.138
H -3.243 0.266 1.695
H -2.040 -1.274 4.721
H -0.708 -1.663 6.828
H 1.769 -1.985 6.661
H 2.895 -1.942 4.439
H 1.525 -1.533 2.372
*
```

Computed properties:
* ⟨S²⟩: 6.02
* largest force on an atom: 7.05 eV/A
* E: -2260.25477 a.u.

These are the natural (NBO) partial charges, in e, on atoms 1 to 4:
1. Rh 0.60
2. Cl -0.16
3. P 1.08
4. C -0.39